The following is a DFT calculation (ωB97M-V/def2-TZVPD) of a molecular structure, C35H83CrF12N6O16S2 at a distorted geometry.

LUMO (spin up / spin down)	-0.0738 / -0.0222	Eh
HOMO energy (spin up / spin down)	-7.481 / -7.481	eV
gap between HOMO and LUMO (spin up / spin down)	5.4737 / 6.8774	eV
2S+1	4
energy relative to the best compared isomer or geometry (same formula, charge and spin)	884.8	kJ/mol
electronic energy	-162023.73613	eV

Last column: Mulliken charge in e.
Atoms and positions in Å:
Cr1 -1.34915 -1.00295 -3.70026  0.70
C1 -4.45849 -2.10192 -3.65524  -0.28
O1 -4.37815 -2.82416 -2.42338  -0.45
O2 -3.21377 -1.70995 -4.01043  -0.33
C2 -5.25597 -2.99525 -4.61726  0.61
F1 -6.41005 -3.34625 -4.02381  -0.29
F2 -5.57964 -2.43066 -5.78175  -0.25
F3 -4.67342 -4.18108 -4.89342  -0.28
C3 -5.02792 -2.30190 -1.28414  -0.03
C4 -4.68188 -3.20424 -0.05936  -1.11
H1 -5.56473 -3.78356 0.20223  0.44
H2 -3.87985 -3.91892 -0.21422  0.24
H3 -4.45989 -2.42743 0.67005  0.12
H4 -6.11247 -2.36856 -1.45200  0.49
H5 -4.92650 -1.22393 -1.11664  0.12
H6 -5.10711 -1.26673 -3.36868  0.32
C5 -1.31147 0.24780 -0.66540  0.94
O3 0.04278 0.62410 -0.98627  0.38
O4 -1.67922 -0.45201 -1.79158  0.61
C6 -1.34776 -0.52553 0.64587  0.21
F4 -2.11596 0.02643 1.62085  0.66
F5 -1.81751 -1.78868 0.48453  -0.05
F6 -0.15321 -0.69426 1.25147  0.26
C7 0.59306 1.72217 -0.28223  3.41
C8 1.95487 2.09791 -0.88651  -2.41
H7 2.28682 2.98170 -0.33878  0.65
H8 2.63337 1.25242 -0.79615  0.26
H9 1.80101 2.48572 -1.89419  0.56
H10 0.62066 1.61897 0.80887  -0.45
H11 0.00929 2.65185 -0.33212  -2.18
H12 -1.78596 1.23491 -0.59565  -1.25
C9 -1.26331 1.47660 -7.40587  0.61
F7 -2.56299 1.26036 -7.25622  -0.17
F8 -0.77498 0.60503 -8.27004  -0.21
F9 -1.09675 2.69405 -7.87592  -0.22
S1 -0.32623 1.25371 -5.77250  0.94
O5 0.51296 0.07172 -5.95404  -0.75
O6 0.37821 2.47110 -5.46553  -0.60
N1 -1.57225 0.71493 -4.63435  0.06
S2 -2.35223 2.10487 -4.15749  0.40
O7 -2.09025 2.40833 -2.77766  -0.51
O8 -2.31340 3.21603 -5.08705  -0.65
C10 -4.24179 1.64482 -4.24767  0.61
F10 -4.40139 0.77550 -5.22256  -0.18
F11 -4.52223 1.13350 -3.04397  -0.19
F12 -4.95133 2.73002 -4.40237  -0.23
C11 3.83361 0.12452 1.40549  -1.92
C12 2.75593 -0.93567 1.35448  1.62
O9 3.14741 -2.31611 1.36329  -0.63
H13 4.47977 0.07418 2.28173  0.59
H14 3.39021 1.12439 1.37460  -0.10
H15 4.48087 0.14419 0.52457  0.47
H16 2.12930 -0.96193 0.46295  -0.91
H17 2.12963 -0.76779 2.23464  -0.04
H18 3.53636 -2.54330 2.21403  0.67
C13 -0.43159 4.60191 -0.51382  -1.31
C14 -1.79715 3.98728 -0.23828  1.75
O10 -2.13799 4.37957 1.11646  -0.68
H19 -0.13855 4.32529 -1.53422  0.29
H20 0.31794 4.45773 0.26086  0.14
H21 -0.54055 5.68263 -0.64267  0.37
H22 -1.79220 2.90714 -0.06966  -1.37
H23 -2.54159 4.33581 -0.94709  0.57
H24 -1.58482 3.79957 1.66717  0.46
C15 -0.34894 -4.16444 1.83950  0.31
C16 1.08685 -4.64333 1.85295  0.69
C17 1.24318 -5.78975 0.84629  0.10
O11 0.60232 -6.97172 1.26444  -0.37
C18 0.59681 -7.95305 0.26007  -0.65
N2 1.96649 -3.53440 1.60992  0.30
H25 -1.05231 -4.97423 2.03485  0.46
H26 -0.53072 -3.83013 0.81433  -0.65
H27 -0.59655 -3.34077 2.50809  0.03
H28 1.28982 -5.07610 2.84204  0.11
H29 2.28894 -5.96375 0.55612  0.47
H30 0.83849 -5.49243 -0.13513  -0.42
H31 1.59656 -8.37959 0.13597  0.29
H32 0.12267 -7.52468 -0.63006  0.22
H33 -0.05735 -8.76310 0.58751  0.26
H34 1.78758 -2.61179 1.97685  -0.41
H35 2.95425 -3.67776 1.76836  0.07
C19 7.12455 1.71797 2.23168  -1.19
C20 7.43434 2.93561 1.38897  0.68
C21 6.32917 3.16787 0.38866  -0.37
O12 6.07361 2.14933 -0.54451  -0.32
C22 5.53444 2.48325 -1.80136  -0.70
N3 7.63711 4.10527 2.23066  -0.61
H36 6.27566 1.92415 2.89516  0.08
H37 7.90635 1.52595 2.97067  0.42
H38 6.80479 0.82404 1.69953  0.31
H39 8.34603 2.74490 0.80511  0.17
H40 6.47620 4.14349 -0.09631  0.49
H41 5.38159 3.28384 0.93474  -0.19
H42 6.11752 3.28402 -2.26493  0.42
H43 4.48721 2.77835 -1.69208  0.20
H44 5.61038 1.59848 -2.42966  0.21
H45 7.56696 4.97029 1.71452  0.21
H46 8.51926 4.00848 2.71022  0.25
C23 2.67971 -1.77903 -2.35853  -1.51
C24 1.33200 -1.99269 -3.05594  0.10
C25 0.47360 -2.87482 -2.19454  -0.02
O13 -0.79316 -2.87275 -2.87305  0.03
C26 -1.55243 -3.99161 -2.34437  -0.16
N4 0.71671 -0.67438 -3.34996  0.22
H47 2.57115 -1.29198 -1.38485  0.30
H48 3.48916 -1.22731 -2.84923  0.49
H49 3.22479 -2.71306 -2.19042  0.47
H50 1.65220 -2.59181 -3.91355  0.40
H51 0.35606 -2.42245 -1.20497  -1.00
H52 0.94836 -3.85296 -2.13898  0.76
H53 -1.76476 -3.80928 -1.28852  -0.23
H54 -0.99148 -4.92557 -2.36263  0.29
H55 -2.46162 -3.97801 -2.93826  0.16
H56 0.77025 -0.18601 -2.44712  -0.18
H57 1.56791 -0.37621 -3.82853  0.58
C27 -3.44944 0.60294 4.06655  -1.19
C28 -4.20483 1.50468 3.06685  1.83
C29 -5.04546 0.73533 2.02590  -0.21
O14 -5.81070 1.56627 1.19029  -0.50
C30 -5.11380 2.51780 0.42911  -0.37
N5 -4.84768 2.63278 3.71604  -0.68
H58 -3.08045 1.22462 4.88389  0.39
H59 -2.60255 0.16941 3.53939  -0.20
H60 -4.16271 -0.08605 4.52196  0.57
H61 -3.38091 1.94715 2.49292  -0.87
H62 -5.79318 0.10242 2.51066  0.40
H63 -4.36239 0.06742 1.48599  -0.24
H64 -5.83298 3.15315 -0.09806  0.44
H65 -4.47043 2.10592 -0.35304  -0.13
H66 -4.63691 3.29977 1.02914  0.20
H67 -5.22429 3.21969 2.98432  0.31
H68 -5.57252 2.40369 4.38274  0.25
C31 0.59250 1.13252 3.56972  -1.12
C32 0.46183 2.61749 3.86200  -0.05
C33 1.64872 3.43510 3.29614  -0.28
O15 2.76067 3.20725 4.15870  -0.42
C34 3.91823 3.86979 3.70107  -0.59
N6 -0.76258 3.09826 3.19357  -0.47
H69 -0.32691 0.64926 3.91058  0.36
H70 1.49173 0.67530 3.97906  0.61
H71 0.59406 0.86113 2.50786  -0.56
H72 0.32003 2.77030 4.93342  0.66
H73 1.44357 4.50100 3.45574  0.54
H74 1.77955 3.26893 2.22356  -0.17
H75 4.85060 3.49748 4.12563  0.23
H76 3.87175 4.91788 4.02253  0.36
H77 3.98393 3.78152 2.61394  0.13
H78 -1.44743 2.36227 3.35298  -0.27
H79 -1.11857 3.88443 3.73075  0.31
C35 0.30851 -2.82948 3.34462  0.00
O16 -0.39121 -3.47316 4.39773  -0.53
H80 -0.18818 -1.96064 2.91582  -0.29
H81 1.28923 -2.47813 3.67667  0.43
H82 0.41939 -3.57078 2.54907  -1.36
H83 0.14971 -4.15501 4.79883  0.40